--- A ---
This record from the OMol25 dataset describes CH3NOS2 in the gas phase. The level of theory is ωB97M-V/def2-TZVPD.

Geometry as XYZ:
```
8
Properties=species:S:1:pos:R:3:lowdin_charge:R:1
N -0.14 -0.65 -0.98 -0.367
S 0.08 -1.24 0.62 0.508
S 1.89 -0.44 1.67 0.556
C 1.12 0.98 2.43 -0.696
O 1.59 1.61 3.35 -0.032
H 0.29 -1.22 -1.71 0.034
H 0.19 0.21 -1.16 -0.038
H 0.06 0.95 2.21 0.035
```

Summary:
Molar mass ... 109.175 u
Multiplicity ... 1
E_LUMO ... -0.25 eV
Highest occupied orbital energy ... -9.63 eV



--- B ---
This record from the OMol25 dataset describes CH3NOS2 in the gas phase. The level of theory is ωB97M-V/def2-TZVPD.

Geometry as XYZ:
```
8
Properties=species:S:1:pos:R:3:lowdin_charge:R:1
C 0.14 0.00 1.48 -0.047
N 0.75 -0.37 0.41 -0.245
S 0.05 -0.13 -1.11 0.312
O -1.34 0.76 -0.94 -0.565
S 1.22 0.24 -2.55 0.280
H 0.48 0.04 2.56 0.106
H -0.56 0.82 1.34 0.063
H -0.75 -1.36 -1.19 0.096
```

Summary:
Molar mass ... 109.175 u
Multiplicity ... 1
E_LUMO ... -0.83 eV
Highest occupied orbital energy ... -9.89 eV



Result of the stability comparison: A is the most stable of them.



--- A ---
This record from the OMol25 dataset describes C6H10N2 as an isolated structure. The level of theory is ωB97M-V/def2-TZVPD.

Geometry as XYZ:
```
18
Properties=species:S:1:pos:R:3:lowdin_charge:R:1
C 0.40 1.60 -0.53 -0.117
C 1.69 -1.20 0.13 -0.184
C 1.03 0.09 0.53 -0.286
C -0.35 0.45 0.01 -0.503
C -1.40 1.07 0.87 -0.052
C -0.93 -0.49 -1.05 -0.046
N 1.55 1.29 -0.09 0.125
N 1.20 -2.26 0.55 0.133
H 0.20 2.52 -1.06 0.121
H 2.52 -1.03 -0.47 0.092
H 1.06 0.27 1.55 0.130
H -1.88 0.24 1.61 0.135
H -2.20 1.45 0.10 0.129
H -0.99 1.75 1.57 0.056
H -1.04 -1.53 -0.74 0.073
H -0.44 -0.64 -2.06 0.106
H -1.94 -0.39 -1.31 0.044
H 1.51 -3.19 0.39 0.046
```

Summary:
Molar mass ... 110.160 u
Multiplicity ... 1
E_LUMO ... 0.98 eV
Highest occupied orbital energy ... -9.40 eV



--- B ---
This record from the OMol25 dataset describes a 2-piece molecular cluster, C6H10N2 overall. The level of theory is ωB97M-V/def2-TZVPD.

Geometry as XYZ:
```
18
Properties=species:S:1:pos:R:3:lowdin_charge:R:1
H 1.88 -2.70 1.12 0.050
N 2.47 -1.93 0.82 0.120
C 1.85 -0.82 0.79 -0.537
N 2.48 0.31 0.33 0.120
C 0.42 -0.67 1.03 -0.083
C -0.60 -0.72 1.71 0.078
H 3.47 0.24 0.20 0.098
H 2.09 1.21 0.55 0.098
H -1.20 -1.17 2.47 0.068
C -0.68 1.29 -2.08 -0.004
C -1.08 0.49 -1.11 -0.272
C -2.27 0.40 -0.31 -0.119
H -1.37 1.94 -2.60 0.052
H 0.33 1.26 -2.47 0.047
H -0.21 -0.02 -0.48 0.068
H -1.82 -0.03 0.78 0.055
H -2.94 -0.41 -0.61 0.079
H -2.81 1.33 -0.15 0.082
```

Summary:
Molar mass ... 110.160 u
Multiplicity ... 1
E_LUMO ... 0.52 eV
Highest occupied orbital energy ... -9.24 eV



--- C ---
This record from the OMol25 dataset describes C6H10N2 in the gas phase. The level of theory is ωB97M-V/def2-TZVPD.

Geometry as XYZ:
```
18
Properties=species:S:1:pos:R:3:lowdin_charge:R:1
C 0.28 -2.06 0.06 -0.122
N -0.06 -0.80 -0.54 -0.210
N -1.43 -0.73 -0.69 0.074
C -1.72 0.48 -0.60 -0.197
C -0.63 1.42 -0.52 -0.102
C 0.44 0.53 0.08 -0.410
C 1.88 0.73 0.32 -0.067
C 0.92 0.57 1.50 -0.113
H 0.31 -2.83 -0.86 0.113
H -0.51 -2.34 0.93 0.118
H 1.41 -1.80 0.37 0.104
H -2.81 0.81 -0.59 0.133
H -0.42 1.96 -1.35 0.086
H -0.77 2.14 0.35 0.143
H 2.28 1.84 0.43 0.144
H 2.63 -0.01 0.03 0.097
H 0.81 -0.35 2.08 0.084
H 0.56 1.34 2.26 0.126
```

Summary:
Molar mass ... 110.160 u
Multiplicity ... 1
E_LUMO ... 1.04 eV
Highest occupied orbital energy ... -8.07 eV



--- D ---
This record from the OMol25 dataset describes C6H10N2 as an isolated structure. The level of theory is ωB97M-V/def2-TZVPD.

Geometry as XYZ:
```
18
Properties=species:S:1:pos:R:3:lowdin_charge:R:1
C 0.99 0.78 1.50 -0.030
C 0.42 -0.01 0.35 -0.386
C -0.46 -1.03 0.57 -0.081
N 1.02 -0.69 -1.94 0.050
C 0.90 0.33 -0.99 -0.243
C -0.91 0.81 -0.75 -0.195
C -1.47 -1.84 0.75 0.004
N -1.54 1.83 -0.35 0.063
H 1.96 -0.92 -2.23 0.078
H 0.43 -1.51 -1.83 0.080
H -1.21 2.23 0.53 0.040
H 1.57 1.18 -1.08 0.136
H -1.31 0.28 -1.62 0.110
H 1.17 1.82 1.23 0.080
H 0.30 0.77 2.35 0.092
H 1.95 0.35 1.79 0.087
H -1.32 -2.88 1.02 0.052
H -2.50 -1.51 0.69 0.062
```

Summary:
Molar mass ... 110.160 u
Multiplicity ... 1
E_LUMO ... 0.92 eV
Highest occupied orbital energy ... -6.83 eV



Result of the stability comparison: A is the most stable of them.



--- A ---
This record from the OMol25 dataset describes C2HNO2S in the gas phase. The level of theory is ωB97M-V/def2-TZVPD.

Geometry as XYZ:
```
7
Properties=species:S:1:pos:R:3:lowdin_charge:R:1
O 0.06 -1.88 1.30 0.074
C 0.08 -0.70 0.84 -0.326
C 0.46 0.67 0.68 -0.670
S 1.17 2.05 1.19 0.697
N -0.25 -0.02 -0.29 -0.026
O -0.36 -0.27 -1.60 0.065
H -1.15 0.15 -2.11 0.186
```

Summary:
Molar mass ... 103.102 u
Multiplicity ... 1
E_LUMO ... -0.81 eV
Highest occupied orbital energy ... -9.55 eV



--- B ---
This record from the OMol25 dataset describes a 2-piece molecular cluster, C2HNO2S overall. The level of theory is ωB97M-V/def2-TZVPD.

Geometry as XYZ:
```
7
Properties=species:S:1:pos:R:3:lowdin_charge:R:1
O -0.47 1.67 -0.13 -0.509
S -1.50 0.71 -0.36 0.912
C -1.93 -0.23 1.14 -0.173
O -1.12 -0.85 0.41 -0.275
C 1.74 -0.37 -0.37 -0.068
N 1.27 -1.14 -1.10 0.082
H 2.01 0.22 0.41 0.031
```

Summary:
Molar mass ... 103.102 u
Multiplicity ... 1
E_LUMO ... -0.41 eV
Highest occupied orbital energy ... -9.70 eV



--- C ---
This record from the OMol25 dataset describes C2HNO2S in the gas phase. The level of theory is ωB97M-V/def2-TZVPD.

Geometry as XYZ:
```
7
Properties=species:S:1:pos:R:3:lowdin_charge:R:1
O 2.24 0.83 -0.40 -0.347
S 1.30 -0.28 -0.24 0.792
O 1.95 -1.54 -0.03 -0.350
C -0.29 -0.02 0.69 -0.159
C -1.61 0.09 0.14 -0.213
N -1.17 1.28 0.26 0.157
H -2.43 -0.37 -0.42 0.120
```

Summary:
Molar mass ... 103.102 u
Multiplicity ... 1
E_LUMO (spin up / spin down) ... -1.76 / -1.76 eV
Highest occupied orbital energy (spin up / spin down) ... -10.00 / -9.99 eV



Result of the stability comparison: A is the most stable of them.



--- A ---
This record from the OMol25 dataset describes C3H6O2P as an isolated structure. The level of theory is ωB97M-V/def2-TZVPD.

Geometry as XYZ:
```
12
Properties=species:S:1:pos:R:3:lowdin_charge:R:1
C 1.13 0.02 0.33 -0.328
C 0.08 -1.21 0.18 -0.293
C 0.04 1.14 0.35 -0.317
O -3.43 0.07 -0.24 -0.785
O -0.67 0.04 -2.13 -0.441
P -1.01 0.00 -0.72 0.672
H 1.83 -0.26 1.20 0.102
H 1.60 0.22 -0.69 0.094
H 0.63 -1.85 -0.55 0.056
H -0.47 -1.67 1.07 0.085
H -0.30 1.44 1.37 0.070
H 0.56 2.05 -0.18 0.087
```

Summary:
Molar mass ... 105.053 u
Multiplicity ... 1
E_LUMO (spin up / spin down) ... 3.87 / 3.88 eV
Highest occupied orbital energy (spin up / spin down) ... -3.67 / -3.19 eV
Total charge ... -1



--- B ---
This record from the OMol25 dataset describes an isolated ion of composition C3H6O2P and charge -1. The level of theory is ωB97M-V/def2-TZVPD.

Geometry as XYZ:
```
12
Properties=species:S:1:pos:R:3:lowdin_charge:R:1
C 0.88 1.68 0.36 -0.100
C 0.46 0.47 0.69 -0.298
P 0.47 -0.88 -0.45 0.367
C -1.10 -1.33 -1.01 -0.301
O 1.54 -0.68 -1.52 -0.425
O 0.89 -2.04 0.73 -0.246
H 0.52 2.66 0.88 0.073
H 1.63 1.65 -0.32 -0.010
H -0.32 0.56 1.47 0.063
H -1.32 -0.74 -1.97 -0.016
H -1.75 -1.68 -0.23 -0.081
H 0.18 -2.64 0.76 -0.028
```

Summary:
Molar mass ... 105.053 u
Multiplicity ... 1
E_LUMO ... 4.26 eV
Highest occupied orbital energy ... -2.69 eV
Total charge ... -1



Result of the stability comparison: B is the most stable of them.